(1)
C6H14Cl2N2OP as an isolated structure in a non-equilibrium geometry. Source: OMol25; level of theory: wB97M-V/def2-TZVPD.

The geometry in XYZ format:
```
26
Properties=species:S:1:pos:R:3:forces:R:3
C 0.44519 1.88726 -2.01160 0.31 0.08 3.75
C 0.38430 -1.19419 0.24402 2.07 0.68 -0.72
C -0.11223 1.41098 -0.55494 0.82 0.64 -1.11
C 2.06824 0.43896 0.02212 0.89 -1.38 2.22
C -1.69369 -0.65058 1.46136 -0.68 1.83 2.39
C -0.38207 -2.62767 1.89191 2.15 -0.20 -0.98
N 0.71383 0.10091 -0.37308 -2.14 1.12 -0.94
N -0.52409 -1.38311 1.12627 -0.72 -0.01 -0.26
O 0.69906 0.48413 -4.19820 -0.43 -4.05 0.55
P 0.78813 0.16270 -2.64990 -0.88 0.29 0.08
Cl 2.33179 -1.10813 -2.73409 0.03 0.57 0.49
Cl -0.82306 -0.98163 -2.55560 -0.52 -0.14 0.04
H 1.28704 2.59169 -1.78643 -0.03 -1.19 -0.48
H -0.24674 2.56811 -2.50187 -0.36 -0.78 -0.79
H -1.17602 1.27244 -0.60145 -0.36 -0.85 -0.37
H -0.05614 2.24581 0.18969 0.87 -0.99 -0.25
H 2.02464 0.98493 0.97533 0.17 0.33 -0.42
H 2.58655 -0.51989 0.32792 -0.42 1.04 -0.86
H 2.60986 0.96239 -0.74555 0.26 0.30 -0.12
H -1.66031 0.41569 1.28627 0.32 0.12 -0.47
H -2.60094 -1.02899 1.07349 -0.74 -0.72 -1.01
H -1.87486 -0.69388 2.55485 0.37 -0.12 -0.41
H -1.03196 -3.40376 1.57284 -0.87 -0.57 -0.58
H 0.68602 -2.90817 1.55033 -1.67 -0.07 1.64
H -0.64853 -2.41364 2.93056 0.84 -0.09 -0.02
H 0.84722 1.32886 -4.45660 0.73 4.18 -1.34
```
Positions in Å, forces in eV/Å.

Output
total charge: +1
gap between HOMO and LUMO: 8.03 eV
LUMO level: -4.0 eV
highest occupied orbital energy: -12.00 eV

Here are the natural (NBO) charges for atoms 1 to 6, given in e:
1 C -0.78
2 C 0.27
3 C -0.26
4 C -0.44
5 C -0.45
6 C -0.41

---

(2)
The molecule C25H31N3O4. Source: OMol25; level of theory: wB97M-V/def2-TZVPD.

The geometry in XYZ format:
```
63
Properties=species:S:1:pos:R:3:forces:R:3
C 8.04349 1.98145 1.09970 0.37 0.23 -0.02
O 6.67793 1.71891 0.81640 -0.40 -0.16 -0.02
C 6.04862 2.64395 0.07409 0.30 0.20 -0.03
O 6.59570 3.63465 -0.34398 -0.05 -0.11 0.05
C 4.62605 2.30530 -0.17377 -0.30 -0.07 -0.05
C 3.86886 3.16925 -0.96253 0.20 -0.06 0.11
C 2.53768 2.89309 -1.20966 -0.02 -0.01 -0.02
C 1.95526 1.75477 -0.67689 0.07 -0.14 0.08
C 2.70914 0.87806 0.09575 -0.03 0.27 0.05
C 2.03836 -0.30804 0.72033 0.16 0.13 0.02
O 1.16720 -0.15458 1.56303 -0.20 0.20 0.08
N 2.46707 -1.52417 0.32756 0.07 -0.16 0.11
C 3.35151 -1.79522 -0.78123 0.15 0.04 -0.59
C 2.58619 -2.47314 -1.92178 0.14 -0.11 0.17
C 1.84009 -3.70833 -1.41810 -0.13 0.10 0.00
C 0.95091 -3.37477 -0.21296 0.10 0.10 -0.04
C -0.23664 -2.49987 -0.62151 -0.06 -0.16 0.29
C -1.14303 -2.11881 0.54581 0.09 0.04 -0.45
C -2.43138 -1.49527 0.04394 0.08 -0.15 0.35
O -2.73046 -1.45839 -1.13683 0.03 0.04 -0.41
N -3.25009 -0.99709 1.00440 -0.30 0.08 -0.02
C -2.88708 -0.93258 2.40052 0.28 -0.08 0.17
C -4.48671 -0.36508 0.60126 -0.06 0.15 -0.28
C -4.36052 1.16598 0.53226 -0.06 -0.29 -0.06
C -5.66329 1.75868 0.08862 0.18 0.04 -0.18
C -6.01204 1.80298 -1.25927 -0.09 0.05 0.07
C -7.24331 2.32503 -1.61219 0.00 -0.01 0.07
C -8.08692 2.78354 -0.61115 0.05 -0.02 -0.03
C -7.64956 2.69205 0.70009 -0.34 0.13 -0.13
N -6.47480 2.19364 1.04362 0.21 -0.08 0.42
C 1.83181 -2.71261 0.85424 -0.37 -0.26 0.28
C 4.04318 1.15921 0.35705 -0.05 0.12 -0.08
H 8.61620 2.05458 0.17266 -0.02 -0.01 0.10
H 8.39521 1.14814 1.70253 -0.03 0.04 -0.03
H 8.14372 2.92093 1.64714 0.02 -0.09 -0.04
H 4.34401 4.05128 -1.36409 0.03 0.06 -0.03
H 1.94862 3.56618 -1.81398 -0.04 0.05 -0.05
H 0.91223 1.53854 -0.85553 -0.11 -0.01 0.00
H 3.80627 -0.86903 -1.13319 0.00 -0.17 0.07
H 4.14717 -2.46303 -0.42784 0.02 0.07 -0.02
H 1.88069 -1.76224 -2.35299 0.03 0.07 -0.06
H 3.29158 -2.75773 -2.70406 0.00 0.04 -0.05
H 1.23344 -4.12392 -2.22404 0.01 -0.09 -0.02
H 2.56846 -4.46785 -1.12172 0.02 -0.07 -0.02
H 0.56193 -4.30912 0.20713 0.02 0.02 0.02
H -0.83048 -3.03242 -1.36705 0.07 0.08 -0.06
H 0.11338 -1.57828 -1.08724 -0.02 0.01 -0.12
H -1.39202 -3.00285 1.13928 -0.01 -0.01 0.11
H -0.63468 -1.40038 1.19026 -0.03 -0.12 0.10
H -2.00603 -0.30559 2.56002 -0.04 0.00 0.10
H -2.67926 -1.92912 2.79634 0.00 0.06 0.08
H -3.71900 -0.50869 2.95812 0.00 -0.01 0.01
H -5.27920 -0.63888 1.30334 0.02 0.01 -0.03
H -4.73629 -0.75204 -0.38965 -0.06 0.05 0.18
H -3.56806 1.41678 -0.17420 0.06 -0.02 0.01
H -4.10714 1.55901 1.51714 0.02 0.06 -0.04
H -5.32632 1.43479 -2.00694 0.09 -0.05 -0.08
H -7.54243 2.37507 -2.64957 -0.01 0.00 -0.06
H -9.05518 3.19946 -0.84251 -0.08 0.04 0.01
H -8.26660 3.03350 1.52168 -0.12 0.05 -0.01
H 1.25203 -2.42428 1.73046 0.10 -0.07 -0.04
H 2.61564 -3.41317 1.16482 -0.02 0.04 0.01
H 4.62890 0.49778 0.97689 0.05 -0.08 0.03
```
Positions in Å, forces in eV/Å.

Output
structure (SMILES): COC(=O)c1cccc(C(=O)N2CCC[C@H](CCC(=O)N(C)CCc3ccccn3)C2)c1
gap between HOMO and LUMO: 9.25 eV
LUMO level: 0.4 eV
relative energy (zero: lowest compared OMol25 entry of this formula, charge and spin): 1.352 eV
highest occupied orbital energy: -8.86 eV

Here are the natural (NBO) charges for atoms 1 to 6, given in e:
1 C -0.26
2 O -0.51
3 C 0.78
4 O -0.59
5 C -0.18
6 C -0.15

---

(3)
The molecule C4H7NO in a non-equilibrium geometry. Source: OMol25; level of theory: wB97M-V/def2-TZVPD.

The geometry in XYZ format:
```
13
Properties=species:S:1:pos:R:3:forces:R:3
O 2.63753 -0.59666 -0.57228 0.24 0.68 -0.07
N 1.80990 0.51116 -0.21154 -1.33 -0.88 0.30
C 0.63781 0.06691 0.13805 1.07 0.99 -0.26
C 0.18725 -1.29961 0.28825 0.22 -0.16 -0.19
C -1.68363 0.07822 0.00943 0.49 -0.37 0.06
C -0.52237 0.97298 0.48739 0.00 0.00 -0.05
H 3.43251 -0.14203 -0.90933 -0.53 -0.39 0.25
H 0.33252 -1.91545 -0.62011 -0.28 0.24 0.17
H -1.29338 -1.01193 0.32731 -0.33 0.29 -0.15
H -1.84195 0.10298 -1.07287 0.04 0.00 0.28
H -2.63023 0.15468 0.55982 0.31 -0.06 -0.15
H -0.47848 1.95411 0.00146 0.01 -0.27 0.10
H -0.58748 1.12464 1.57442 0.09 -0.08 -0.29
```
Positions in Å, forces in eV/Å.

Output
gap between HOMO and LUMO (spin up / spin down): 7.79 / 7.79 eV
LUMO level (spin up / spin down): -0.6 / -0.6 eV
relative energy (zero: lowest compared OMol25 entry of this formula, charge and spin): 6.426 eV
highest occupied orbital energy (spin up / spin down): -8.35 / -8.35 eV

Here are the natural (NBO) charges for atoms 1 to 6, given in e:
1 O -0.60
2 N -0.16
3 C 0.06
4 C -0.17
5 C -0.48
6 C -0.44

---

(4)
A 2-piece molecular cluster, C7H14N3O overall in a non-equilibrium geometry. Source: OMol25; level of theory: wB97M-V/def2-TZVPD.

The geometry in XYZ format:
```
25
Properties=species:S:1:pos:R:3:forces:R:3
C -0.63303 0.26398 -0.34113 2.43 1.66 -1.38
C 2.85971 -1.20498 -1.22763 0.39 -0.53 0.07
C 2.39999 -0.25362 -0.43114 -1.27 -0.74 1.39
C -2.73057 -0.94991 -0.09762 -2.26 -1.08 2.67
C -2.73470 1.43314 -0.13739 -0.01 0.58 -0.58
C 2.19871 -0.49199 1.03509 0.87 -3.00 0.00
C 2.06196 1.06558 -0.87904 -0.91 0.18 -0.35
N -1.26298 -0.87088 -0.24628 0.16 -3.18 -1.44
N -3.16575 0.28253 0.57205 -0.39 -0.37 -0.42
N -1.28028 1.41410 -0.25051 -0.42 0.67 -1.02
O 1.95122 2.11116 -0.10205 -0.11 -0.01 -2.49
H 3.31296 -0.88549 -2.12537 0.04 -0.27 -1.41
H 2.91591 -2.25563 -0.90224 0.24 0.74 -0.19
H -3.38515 -1.14377 -1.02167 1.50 0.28 1.08
H -3.05355 -1.73464 0.76269 1.11 1.15 -2.47
H -3.24804 1.57166 -1.10230 0.31 -0.87 -0.12
H -2.92419 2.39229 0.27745 -0.74 0.53 1.39
H 1.23992 -0.55041 1.48342 -1.35 0.62 -0.30
H 2.66489 -1.45495 1.46302 -0.07 1.61 -1.08
H 2.72174 0.33629 1.35350 1.28 1.50 2.21
H 1.92824 1.26196 -1.98070 0.12 0.04 1.38
H -0.72079 -1.73376 -0.63732 -1.44 2.09 1.32
H -2.82306 0.26486 1.52953 -0.15 0.23 -0.19
H -0.94092 2.28463 -0.70207 0.50 -1.20 0.82
H 2.26678 2.04648 0.78946 0.15 -0.61 1.11
```
Positions in Å, forces in eV/Å.

Output
total charge: +1
gap between HOMO and LUMO (spin up / spin down): 6.55 / 6.55 eV
LUMO level (spin up / spin down): -5.1 / -5.1 eV
relative energy (zero: lowest compared OMol25 entry of this formula, charge and spin): 4.812 eV
highest occupied orbital energy (spin up / spin down): -11.68 / -11.67 eV

Here are the natural (NBO) charges for atoms 1 to 6, given in e:
1 C 0.25
2 C -0.21
3 C -0.17
4 C -0.09
5 C -0.08
6 C -0.63

---

(5)
The molecule C3H4NP in a non-equilibrium geometry. Source: OMol25; level of theory: wB97M-V/def2-TZVPD.

The geometry in XYZ format:
```
9
Properties=species:S:1:pos:R:3:forces:R:3
C 1.45844 0.40707 -0.48120 0.38 0.68 -1.62
C 1.04473 -0.13468 0.61750 0.03 0.23 -0.35
C -1.43655 -0.23056 -0.74051 -0.93 -0.99 1.68
N -0.94825 0.43215 -1.63818 0.68 0.07 -0.28
P -0.62134 -0.83332 0.88019 -0.22 1.13 0.17
H 2.37875 0.82186 -0.97480 -1.23 -0.51 0.75
H 1.81511 -0.19456 1.37148 -0.04 -0.38 0.70
H -2.51752 -0.59929 -0.62978 0.99 0.67 -0.71
H -1.17336 0.33133 1.59529 0.34 -0.90 -0.35
```
Positions in Å, forces in eV/Å.

Output
gap between HOMO and LUMO (spin up / spin down): 7.98 / 8.97 eV
LUMO level (spin up / spin down): -0.5 / 0.2 eV
relative energy (zero: lowest compared OMol25 entry of this formula, charge and spin): 4.010 eV
highest occupied orbital energy (spin up / spin down): -8.51 / -8.80 eV

Here are the natural (NBO) charges for atoms 1 to 6, given in e:
1 C -0.02
2 C -0.67
3 C -0.27
4 N -0.23
5 P 0.52
6 H 0.21

---

(6)
BCdH24O14P as an isolated structure in a non-equilibrium geometry. Source: OMol25; level of theory: wB97M-V/def2-TZVPD.

The geometry in XYZ format:
```
41
Properties=species:S:1:pos:R:3:forces:R:3
Cd 23.14531 -5.36619 5.03249 -0.12 0.48 -0.03
P 21.65636 -1.51852 5.19828 -0.73 1.74 1.09
O 20.61477 -0.61013 4.45179 0.97 -1.82 0.21
O 22.84106 -2.10800 4.49552 2.10 1.37 -1.49
O 21.03268 -2.87562 5.57795 -2.32 -0.23 1.06
O 21.96489 -0.62641 6.45900 0.20 -1.41 -0.96
B 25.98370 -6.87220 3.65988 -0.05 0.01 0.08
H 25.46326 -6.30724 2.90211 -2.28 2.37 -3.07
H 26.86960 -7.25707 3.17897 3.83 -1.95 -1.95
H 26.29587 -6.21038 4.45284 1.20 2.70 3.28
H 25.33463 -7.64330 4.04504 -2.50 -3.26 1.54
O 24.56796 -4.54259 8.17924 0.01 -0.30 0.04
H 25.47422 -4.38338 8.44301 0.27 0.04 -0.08
H 24.04376 -4.05800 8.81691 -0.29 0.23 0.00
O 21.59895 -8.00046 6.72098 -0.10 0.09 0.00
H 22.27237 -8.49497 7.18808 0.33 -0.01 0.08
H 20.83508 -8.57730 6.71978 -0.26 -0.12 -0.05
O 30.44541 -7.33770 5.10121 0.40 -0.16 0.19
H 29.70687 -7.46291 4.50530 -0.49 -0.03 -0.15
H 30.76377 -6.45614 4.90692 -0.02 0.20 -0.05
O 26.82292 -11.33343 3.25895 0.06 -0.40 0.13
H 26.95306 -11.44458 2.31718 0.03 -0.01 -0.23
H 26.65126 -10.39817 3.36878 -0.12 0.54 0.12
O 29.05331 -3.54920 1.86566 0.31 0.07 -0.28
H 28.47058 -4.09935 2.38910 -0.37 -0.31 0.16
H 29.23058 -2.79044 2.42161 -0.04 0.17 0.13
O 22.38798 -12.60039 5.76834 -0.21 -0.30 0.11
H 22.36992 -11.99384 5.02807 0.06 0.19 -0.23
H 22.87417 -12.13442 6.44858 0.17 0.13 0.11
O 21.26929 -5.62623 1.91585 0.02 -0.33 0.04
H 20.31869 -5.51407 1.91153 -0.22 0.14 0.15
H 21.55203 -5.31102 1.05742 0.24 0.20 -0.17
O 27.23664 -11.53022 -1.00988 0.02 -0.31 0.09
H 26.97363 -10.62542 -0.84138 -0.17 0.37 0.10
H 27.70243 -11.49313 -1.84529 0.10 0.02 -0.16
O 23.76317 -2.81621 0.07397 -0.15 -0.04 -0.42
H 23.87901 -2.64269 1.00816 -0.12 0.01 0.52
H 24.63499 -2.69577 -0.30240 0.20 -0.01 -0.02
O 25.53204 -7.47512 -1.19298 0.03 -0.32 -0.34
H 25.33775 -7.13318 -0.32031 -0.06 0.08 0.51
H 25.88033 -6.72381 -1.67306 0.07 0.18 -0.04
```
Positions in Å, forces in eV/Å.

Output
total charge: -2
gap between HOMO and LUMO: 3.49 eV
LUMO level: 2.5 eV
relative energy (zero: lowest compared OMol25 entry of this formula, charge and spin): 8.987 eV
highest occupied orbital energy: -1.01 eV

Here are the natural (NBO) charges for atoms 1 to 6, given in e:
1 Cd 0.36
2 P 2.40
3 O -0.92
4 O -1.07
5 O -0.82
6 O -0.94